Run i
Molecular formula: C4H7NOS2
Method: DFT, the ωB97M-V functional and the def2-TZVPD basis

Its SMILES is CSCO/N=C/C=S. For the HOMO-LUMO gap, the calculation gives 7.73 eV. The LUMO energy is -1.342 eV.

Each line ends with the natural charge from an NBO analysis.
Cartesian coordinates (Å):
C (1.852, 1.586, 0.132)  -0.793
S (2.320, 0.065, -0.830)  0.166
C (1.508, -1.423, 0.079)  -0.247
O (-0.058, -1.493, -0.086)  -0.387
N (-0.624, -0.335, 0.269)  -0.067
C (-1.830, -0.457, -0.088)  -0.083
C (-2.921, 0.424, 0.080)  -0.280
S (-4.471, 0.034, -0.523)  0.038
H (2.043, 2.316, -0.821)  0.256
H (2.388, 1.634, 1.253)  0.243
H (0.664, 1.551, 0.322)  0.257
H (1.747, -2.497, -0.637)  0.247
H (1.822, -1.498, 1.194)  0.221
H (-1.835, -1.409, -0.758)  0.207
H (-2.608, 1.499, 0.414)  0.224

***

Run ii
Molecular formula: C4H7NOS2
Method: DFT, the ωB97M-V functional and the def2-TZVPD basis

Its SMILES is C=NS[C@@H](C)OC=S. For the HOMO-LUMO gap, the calculation gives 8.52 eV. The LUMO energy is 0.049 eV.

Each line ends with the natural charge from an NBO analysis.
Cartesian coordinates (Å):
C (-3.207, -1.051, -0.220)  -0.098
N (-2.064, -0.452, -0.610)  -0.588
S (-0.667, -0.925, 0.170)  0.380
C (0.391, 0.673, -0.244)  0.010
C (0.922, 1.256, 0.955)  -0.664
O (1.429, 0.424, -1.169)  -0.481
C (2.301, -0.594, -0.881)  0.046
S (2.254, -1.813, 0.226)  -0.041
H (-4.158, -0.746, -0.513)  0.179
H (-3.281, -1.866, 0.606)  0.149
H (-0.348, 1.388, -0.539)  0.230
H (1.741, 2.055, 0.846)  0.227
H (0.103, 1.586, 1.473)  0.223
H (1.472, 0.573, 1.572)  0.228
H (3.114, -0.508, -1.671)  0.201

***

Which of them is most stable? Easy: run ii.

***

Run i
Molecular formula: C4H7NOS2
Method: DFT, the ωB97M-V functional and the def2-TZVPD basis

Its SMILES is C=NOCSCC=S. For the HOMO-LUMO gap, the calculation gives 8.71 eV. The LUMO energy is 0.069 eV.

Each line ends with the natural charge from an NBO analysis.
Cartesian coordinates (Å):
C (2.920, -0.986, 0.300)  -0.115
N (2.171, -0.527, -0.596)  -0.131
O (1.125, 0.189, 0.142)  -0.448
C (0.248, 0.783, -0.852)  -0.268
S (-1.081, 1.823, -0.272)  0.233
C (-1.717, 0.487, 0.884)  -0.578
C (-2.544, -0.382, -0.006)  -0.375
S (-2.213, -1.792, -0.371)  0.157
H (2.726, -0.742, 1.452)  0.198
H (4.013, -1.416, 0.012)  0.210
H (-0.234, 0.023, -1.654)  0.199
H (0.999, 1.353, -1.485)  0.223
H (-0.843, -0.068, 1.287)  0.253
H (-2.353, 0.977, 1.744)  0.248
H (-3.216, 0.277, -0.585)  0.194

***

Run ii
Molecular formula: C4H7NOS2
Method: DFT, the ωB97M-V functional and the def2-TZVPD basis

Its SMILES is C[C@H]1[C@@H](O)C(=S)N1S. For the HOMO-LUMO gap, the calculation gives 9.06 eV. The LUMO energy is 0.332 eV.

Each line ends with the natural charge from an NBO analysis.
Cartesian coordinates (Å):
C (1.336, -2.057, -0.654)  -0.645
C (0.686, -1.286, 0.580)  -0.031
C (1.310, 0.181, 0.703)  -0.005
O (2.296, 0.513, -0.250)  -0.686
C (0.085, 0.714, 0.208)  0.112
S (-0.455, 2.207, -0.242)  -0.116
N (-0.523, -0.500, 0.139)  -0.569
S (-2.162, -0.842, 0.056)  0.218
H (1.415, -1.442, -1.536)  0.235
H (2.429, -2.320, -0.506)  0.232
H (0.772, -3.034, -0.904)  0.221
H (0.587, -1.852, 1.539)  0.216
H (1.473, 0.478, 1.807)  0.196
H (2.293, 1.531, -0.054)  0.492
H (-2.305, -1.115, -1.362)  0.129

***

Which of them is most stable? Easy: run ii.

***

Run i
Molecular formula: C3H7ClN3
Method: DFT, the ωB97M-V functional and the def2-TZVPD basis

As for the total charge: +1. Its SMILES is [H]/N=C/N(C)/[NH+]=C/Cl. For the HOMO-LUMO gap, the calculation gives 9.46 eV. The LUMO energy is -4.653 eV.

Each line ends with the natural charge from an NBO analysis.
Cartesian coordinates (Å):
H (-0.261, -2.984, 0.071)  0.391
N (-0.576, -2.072, -0.126)  -0.675
C (0.264, -1.168, 0.070)  0.288
N (-0.143, 0.132, -0.230)  -0.230
C (0.759, 1.187, 0.096)  -0.501
N (-1.503, 0.441, -0.112)  -0.282
C (-2.512, -0.433, -0.078)  0.062
Cl (-3.986, 0.200, 0.086)  0.225
H (1.305, -1.383, 0.260)  0.219
H (0.811, 2.235, -0.372)  0.270
H (0.932, 1.353, 1.148)  0.220
H (1.703, 0.990, -0.403)  0.260
H (-1.641, 1.440, -0.082)  0.441
H (-2.114, -1.448, -0.145)  0.312

***

Run ii
Molecular formula: C3H7ClN3
Method: DFT, the ωB97M-V functional and the def2-TZVPD basis

As for the total charge: +1. For the HOMO-LUMO gap (spin up / spin down), the calculation gives 8.17 / 8.17 eV. The LUMO energy (spin up / spin down) is -4.921 / -4.920 eV.

Each line ends with the natural charge from an NBO analysis.
Cartesian coordinates (Å):
C (-0.006, -0.910, -0.173)  0.076
C (-2.199, 0.208, 0.119)  0.100
C (2.158, 0.111, 0.029)  -0.427
N (0.036, 1.202, 0.391)  -0.486
N (0.707, 0.167, 0.085)  -0.023
N (-1.381, -0.802, -0.085)  -0.453
Cl (-3.872, 0.062, -0.007)  0.155
H (0.318, -1.765, -0.752)  0.242
H (-1.890, 1.093, 0.675)  0.292
H (2.525, 1.047, -0.494)  0.247
H (2.410, 0.054, 1.050)  0.251
H (2.318, -0.813, -0.721)  0.244
H (0.696, 1.951, 0.267)  0.348
H (-1.819, -1.605, -0.384)  0.434

***

Which of them is most stable? Easy: run i.

***

Run i
Molecular formula: C3H3Cl2N
Method: DFT, the ωB97M-V functional and the def2-TZVPD basis

Its SMILES is CC(Cl)(Cl)C#N. For the HOMO-LUMO gap, the calculation gives 11.95 eV. The LUMO energy is 0.358 eV.

Each line ends with the natural charge from an NBO analysis.
Cartesian coordinates (Å):
C (0.095, 0.123, -0.060)  -0.661
C (1.583, -0.025, -0.021)  -0.052
Cl (2.429, 0.867, 1.376)  0.000
Cl (2.323, 0.517, -1.595)  0.022
C (2.127, -1.489, 0.247)  0.233
N (2.525, -2.536, 0.440)  -0.282
H (-0.430, -0.030, 0.812)  0.244
H (-0.412, -0.488, -0.846)  0.251
H (-0.134, 1.147, -0.414)  0.245

***

Run ii
Molecular formula: C3H3Cl2N
Method: DFT, the ωB97M-V functional and the def2-TZVPD basis

Its SMILES is CC(Cl)(Cl)C#N. For the HOMO-LUMO gap, the calculation gives 11.87 eV. The LUMO energy is 0.175 eV.

Each line ends with the natural charge from an NBO analysis.
Cartesian coordinates (Å):
C (-1.077, 0.225, 0.015)  -0.671
C (0.408, 0.414, 0.064)  0.009
Cl (1.163, 1.051, 1.611)  0.035
Cl (1.126, 1.304, -1.358)  0.022
C (1.072, -1.282, -0.137)  0.220
N (1.422, -2.372, -0.045)  -0.347
H (-1.312, -0.722, 0.159)  0.244
H (-1.309, 0.392, -0.987)  0.244
H (-1.492, 0.990, 0.679)  0.244

***

Which of them is most stable? Easy: run i.